# 1
Below is a 2-piece molecular cluster, C8H14N2O2S overall at a distorted geometry, with properties calculated with ωB97M-V with the def2-TZVPD basis set.

The molecular weight is 202.28 g mol⁻¹. Its SMILES is [H]/N=C(\O)C(C)=S.CC(C)(C)N=C=O. The HOMO energy is -9.019 eV. The calculation puts the strongest force on any atom at 0.1126 Eh/bohr. For the frontier orbital gap, the calculation gives 8.129 eV. The value obtained for the LUMO energy is -0.9 eV. As for the net charge: 0. The energy above the lowest of the compared OMol25 structures with the same formula, charge and spin is 2.5391 eV.

The geometry in XYZ format:
```
27
Properties=species:S:1:pos:R:3:forces:R:3:nbo_charge:R:1
H 2.263 -1.197 -0.426 0.2 -0.5 0.7 0.349
N 1.907 -0.816 -1.278 1.2 0.4 -0.1 -0.658
C 0.856 -1.357 -1.683 -1.0 1.1 -0.4 0.494
O 0.208 -2.339 -1.066 -0.2 -1.0 0.6 -0.695
C 0.217 -0.653 -2.836 -3.6 -1.4 -0.3 -0.077
C 0.721 0.562 -3.444 3.8 1.9 4.0 -0.723
S -1.293 -1.218 -3.238 0.9 0.3 -0.1 0.001
H -0.738 -2.500 -1.313 1.1 0.7 -0.6 0.520
H 0.433 1.536 -2.909 0.0 -1.7 -0.3 0.286
H 0.467 0.759 -4.404 -0.8 -0.1 -3.0 0.241
H 1.851 0.581 -3.236 -1.4 0.0 -0.8 0.255
C -1.703 0.725 2.421 0.6 1.1 -2.3 -0.623
C -0.435 0.265 1.561 -0.1 0.4 2.2 0.131
C -0.159 -1.178 1.814 -1.4 -2.0 -0.1 -0.603
C 0.888 1.024 2.022 -1.2 -0.8 -1.4 -0.604
N -0.741 0.521 0.203 0.1 -0.8 0.3 -0.565
C -0.805 1.443 -0.538 0.2 -2.3 2.4 0.874
O -0.897 2.202 -1.367 -0.5 3.7 -3.4 -0.515
H -1.785 1.810 2.391 0.4 0.3 0.3 0.206
H -2.600 0.481 1.890 -0.5 -0.7 -0.7 0.218
H -1.906 0.395 3.398 0.7 -0.7 1.4 0.218
H -0.885 -1.993 1.451 0.5 1.7 0.5 0.217
H -0.173 -1.174 2.891 0.4 -0.8 0.5 0.209
H 0.777 -1.520 1.407 0.6 0.1 0.1 0.210
H 1.113 0.935 3.065 -0.2 -0.2 0.6 0.217
H 1.759 0.669 1.447 -0.4 0.2 0.1 0.214
H 0.662 2.034 1.776 0.4 1.2 0.0 0.204
```
Forces are in eV/Å.

=====

# 2
Below is one molecule with the formula C6H7NO at a distorted geometry, with properties calculated with ωB97M-V with the def2-TZVPD basis set.

The molecular weight is 109.13 g mol⁻¹. Its SMILES is C=COc1ccc[nH]1. The HOMO energy is -7.970 eV. The calculation puts the strongest force on any atom at 0.0537 Eh/bohr. For the frontier orbital gap, the calculation gives 9.014 eV. The value obtained for the LUMO energy is 1.0 eV. As for the net charge: 0. The energy above the lowest of the compared OMol25 structures with the same formula, charge and spin is 1.4747 eV.

The geometry in XYZ format:
```
15
Properties=species:S:1:pos:R:3:forces:R:3:nbo_charge:R:1
C -3.220 0.075 0.353 2.0 -0.1 0.3 -0.472
C -2.008 0.315 -0.226 -2.7 0.0 -0.3 0.117
O -1.089 -0.715 -0.253 1.6 2.1 0.2 -0.479
C 0.203 -0.164 -0.174 0.0 -1.7 0.6 0.418
C 0.734 1.088 -0.033 -0.8 1.9 -0.4 -0.394
C 2.118 0.955 0.159 2.4 -1.4 0.1 -0.283
C 2.428 -0.401 0.161 -1.1 0.7 -0.3 -0.091
N 1.227 -1.080 -0.060 0.3 0.0 0.3 -0.532
H -3.313 -0.816 1.045 -0.1 1.1 -1.2 0.215
H -4.021 0.811 0.279 0.3 -0.3 0.1 0.213
H -1.782 1.255 -0.834 -0.2 -1.6 0.9 0.193
H 0.322 2.114 -0.121 -0.3 -1.2 0.1 0.236
H 2.915 1.720 0.246 -1.0 -0.4 -0.1 0.227
H 3.354 -0.957 0.170 -0.1 0.2 0.2 0.214
H 1.112 -2.056 0.218 -0.2 0.6 -0.5 0.419
```
Forces are in eV/Å.

=====

# 3
Below is C36H42BrF10MoN7O2PS as an isolated structure, with properties calculated with ωB97M-V with the def2-TZVPD basis set.

The molecular weight is 1033.64 g mol⁻¹. The HOMO energy (spin up / spin down) is -10.337 / -10.357 eV. The calculation puts the strongest force on any atom at 0.0114 Eh/bohr. For the frontier orbital gap (spin up / spin down), the calculation gives 7.126 / 6.844 eV. The value obtained for the LUMO energy (spin up / spin down) is -3.2 / -3.5 eV. As for the net charge: +1. As for the spin multiplicity: 3.

The geometry in XYZ format:
```
101
Properties=species:S:1:pos:R:3:forces:R:3:lowdin_spin:R:1
Mo -0.040 1.091 0.106 0.2 0.0 0.6 1.709
C 2.308 2.399 -1.503 -0.1 0.0 0.0 0.009
N 1.666 1.074 -1.324 0.1 0.1 -0.2 0.024
C 2.559 0.116 -0.626 -0.1 0.1 -0.1 0.004
C 2.860 0.711 0.736 0.1 0.0 0.0 0.006
N 1.605 1.270 1.263 0.1 0.0 -0.1 0.023
C 1.746 2.187 2.315 0.0 0.1 0.2 0.009
C 2.662 3.241 2.332 0.0 0.2 -0.1 0.000
F 3.454 3.482 1.273 0.0 0.0 0.1 0.000
C 2.750 4.153 3.371 0.0 0.0 0.0 0.001
F 3.634 5.145 3.298 0.0 0.0 0.0 0.000
C 1.887 4.075 4.448 0.0 0.0 0.0 -0.002
F 1.948 4.959 5.434 0.0 0.0 0.0 -0.001
C 0.948 3.059 4.463 0.0 0.0 0.0 0.000
F 0.102 2.942 5.484 0.0 0.0 0.0 0.000
C 0.902 2.144 3.427 0.0 -0.3 0.1 -0.001
F -0.004 1.160 3.539 0.1 0.1 -0.1 0.000
C 1.175 0.594 -2.639 0.0 -0.1 0.1 0.003
C -0.300 1.012 -2.838 0.0 0.1 0.0 0.008
N -0.817 1.654 -1.616 -0.1 -0.2 -0.1 0.005
C -1.768 2.676 -1.801 0.0 -0.1 0.0 0.009
C -1.457 3.867 -2.455 0.0 0.0 0.0 -0.001
F -0.228 4.040 -2.960 0.0 0.0 0.0 -0.001
C -2.368 4.899 -2.578 0.0 0.0 0.0 0.001
F -2.026 6.031 -3.189 0.0 0.0 0.0 0.001
C -3.633 4.764 -2.030 0.0 0.1 0.0 -0.003
F -4.509 5.756 -2.125 0.0 0.0 0.0 -0.001
C -3.974 3.595 -1.372 -0.1 0.0 0.0 0.001
F -5.184 3.465 -0.834 0.0 0.0 0.0 0.000
C -3.052 2.567 -1.270 0.0 0.0 0.0 -0.002
F -3.404 1.458 -0.622 0.0 0.1 0.0 0.001
H 3.269 2.268 -2.009 0.0 0.0 0.0 0.002
H 1.652 3.015 -2.111 0.0 0.0 0.0 0.000
H 2.449 2.894 -0.550 0.0 0.0 -0.1 0.001
H 2.023 -0.832 -0.530 0.0 0.0 0.0 0.001
H 3.471 -0.068 -1.200 0.0 0.0 0.0 0.000
H 3.254 -0.057 1.407 -0.1 -0.1 0.0 0.001
H 3.635 1.467 0.619 0.0 0.0 0.1 0.000
H 1.814 0.999 -3.425 0.0 0.0 0.0 0.000
H 1.272 -0.489 -2.669 0.0 0.0 0.0 0.000
H -0.406 1.679 -3.693 0.0 0.0 0.0 0.000
H -0.891 0.118 -3.052 0.0 0.0 0.0 0.000
Br 2.776 -3.150 1.349 0.0 0.0 0.0 0.000
C 1.228 -2.845 2.413 0.0 0.0 0.0 0.000
C 1.058 -3.614 3.559 0.0 0.0 0.0 0.000
C -0.071 -3.376 4.320 0.0 0.0 0.0 0.000
C -0.969 -2.400 3.910 0.0 0.0 0.0 0.001
C -0.689 -1.703 2.749 0.0 0.0 0.0 0.000
N 0.400 -1.916 2.004 0.0 0.0 0.0 0.002
C -1.641 -0.631 2.292 0.1 -0.1 0.1 0.009
O -2.694 -0.422 2.850 0.0 0.0 0.0 0.015
O -1.239 0.066 1.264 -0.1 0.4 -0.3 0.077
H 1.788 -4.361 3.832 0.0 0.0 0.0 0.000
H -0.251 -3.947 5.222 0.0 0.0 0.0 0.000
H -1.869 -2.172 4.462 0.0 0.0 0.0 0.000
C -5.650 -2.126 -0.826 0.0 0.0 0.0 0.000
C -4.350 -2.908 -0.628 0.0 0.0 0.0 0.000
C -4.160 -3.235 0.855 0.0 0.0 0.0 0.000
P -2.934 -1.888 -1.258 0.0 0.0 0.0 0.001
C -3.068 -2.039 -3.120 0.0 0.0 0.0 0.000
C -3.668 -0.753 -3.697 0.0 0.0 0.0 0.000
C -3.803 -3.256 -3.682 0.0 0.0 0.0 0.000
C -1.473 -2.963 -0.849 0.0 -0.1 0.0 0.000
C -0.180 -2.260 -1.239 0.1 0.0 -0.1 0.005
C -1.459 -4.391 -1.389 0.0 0.0 0.0 0.000
H -6.505 -2.724 -0.507 0.0 0.0 0.0 0.000
H -5.814 -1.840 -1.866 0.0 0.0 0.0 0.000
H -5.637 -1.210 -0.229 0.0 0.0 0.0 0.000
H -4.410 -3.845 -1.187 0.0 0.0 0.0 0.000
H -3.933 -2.336 1.432 0.0 0.0 0.0 0.000
H -3.364 -3.963 1.021 0.0 0.0 0.0 0.000
H -5.080 -3.659 1.263 0.0 0.0 0.0 0.000
H -2.022 -2.089 -3.452 0.0 0.0 0.0 0.000
H -4.709 -0.633 -3.389 0.0 0.0 0.0 0.000
H -3.649 -0.774 -4.789 0.0 0.0 0.0 0.000
H -3.130 0.135 -3.357 0.0 0.0 0.0 0.000
H -4.871 -3.200 -3.464 0.0 0.0 0.0 0.000
H -3.434 -4.198 -3.282 0.0 0.0 0.0 0.000
H -3.699 -3.289 -4.769 0.0 0.0 0.0 0.000
H -1.493 -3.011 0.245 0.0 0.0 0.0 0.000
H -0.079 -2.188 -2.326 0.0 0.0 0.0 0.000
H 0.691 -2.790 -0.849 0.0 0.0 0.0 0.000
H -0.124 -1.239 -0.828 -0.2 -0.1 0.0 0.003
H -1.385 -4.400 -2.478 0.0 0.0 0.0 0.000
H -2.355 -4.944 -1.107 0.0 0.0 0.0 0.000
H -0.595 -4.938 -1.001 0.0 0.0 0.0 0.000
C -0.560 7.469 0.055 0.0 0.0 0.0 0.000
C 0.390 6.408 0.608 0.0 -0.1 0.0 0.001
C -0.289 5.108 0.888 0.0 0.0 0.0 0.008
N 0.135 3.976 0.471 0.0 0.0 -0.1 0.009
N -0.662 2.926 0.869 -0.2 -0.1 0.1 0.013
C -1.712 3.284 1.600 0.0 0.1 0.0 0.023
N -2.643 2.476 2.086 0.1 0.1 0.0 0.019
S -1.758 4.999 1.831 0.0 0.0 0.0 0.001
H -0.011 8.379 -0.178 0.0 0.0 0.0 0.000
H -1.336 7.732 0.776 0.0 0.0 0.0 0.000
H -1.045 7.125 -0.860 0.0 0.0 0.0 0.000
H 0.864 6.758 1.528 0.0 0.0 0.0 0.000
H 1.189 6.188 -0.100 0.0 0.0 0.0 0.000
H -2.572 1.464 2.008 -0.1 0.0 0.0 0.001
H -3.359 2.842 2.690 0.0 0.0 0.0 0.001
```
Forces are in eV/Å.

=====

# 4
Below is one molecule with the formula C5H8O2 at a distorted geometry, with properties calculated with ωB97M-V with the def2-TZVPD basis set.

The molecular weight is 100.12 g mol⁻¹. Its SMILES is C/C=C\CC(=O)O. The HOMO energy is -9.785 eV. The calculation puts the strongest force on any atom at 0.0625 Eh/bohr. For the frontier orbital gap, the calculation gives 10.491 eV. The value obtained for the LUMO energy is 0.7 eV. As for the net charge: 0. The energy above the lowest of the compared OMol25 structures with the same formula, charge and spin is 1.3751 eV.

The geometry in XYZ format:
```
15
Properties=species:S:1:pos:R:3:forces:R:3:nbo_charge:R:1
C -1.035 1.077 -0.865 -2.2 -0.9 0.2 -0.659
C -1.320 0.255 0.363 -2.2 -0.8 -0.9 -0.172
C -0.627 -0.827 0.731 0.8 2.2 0.6 -0.220
C 0.693 -1.210 0.154 -1.6 -1.1 -2.1 -0.576
C 1.637 -0.056 -0.213 0.9 -1.1 1.3 0.780
O 2.283 -0.068 -1.205 0.2 0.4 -0.8 -0.542
O 1.937 0.836 0.794 -1.1 -0.3 -0.4 -0.686
H -0.034 1.310 -0.787 2.1 1.0 -0.7 0.212
H -1.265 0.445 -1.744 0.4 0.4 0.2 0.227
H -1.652 1.982 -0.954 0.3 -0.3 0.2 0.226
H -2.373 0.303 0.712 0.9 0.3 0.4 0.205
H -0.910 -1.254 1.645 -0.7 -1.2 0.9 0.209
H 1.211 -1.938 0.847 -0.4 0.7 -1.2 0.257
H 0.272 -1.696 -0.894 2.0 0.7 2.4 0.253
H 1.184 0.840 1.416 0.4 0.0 -0.1 0.486
```
Forces are in eV/Å.

=====

# 5
Below is a 2-piece molecular cluster, C6H9N2OS overall at a distorted geometry, with properties calculated with ωB97M-V with the def2-TZVPD basis set.

The molecular weight is 157.22 g mol⁻¹. The HOMO energy (spin up / spin down) is -12.695 / -12.699 eV. The calculation puts the strongest force on any atom at 0.1311 Eh/bohr. For the frontier orbital gap (spin up / spin down), the calculation gives 5.850 / 5.854 eV. The value obtained for the LUMO energy (spin up / spin down) is -6.8 / -6.8 eV. As for the net charge: +1. The energy above the lowest of the compared OMol25 structures with the same formula, charge and spin is 2.1314 eV.

The geometry in XYZ format:
```
19
Properties=species:S:1:pos:R:3:forces:R:3:nbo_charge:R:1
C 3.641 -1.287 0.064 -1.5 -0.4 -0.1 -0.238
C 2.359 -1.517 -0.482 4.5 -5.0 0.0 -0.167
C 3.831 0.042 0.500 -1.2 2.0 0.3 -0.222
C 1.577 -0.438 -0.693 -1.2 4.1 0.5 0.340
C -2.189 0.613 -0.053 0.2 -0.9 -0.6 0.479
C -3.387 0.300 0.761 -0.7 -1.3 0.7 -0.689
N -2.150 1.841 -0.578 -0.7 -2.5 1.3 -0.744
N -1.271 -0.258 -0.268 0.2 -2.3 0.4 -0.642
O 0.618 -0.155 -1.359 -0.1 -0.3 -0.3 -0.283
S 2.457 1.014 0.231 0.8 -0.9 -0.2 0.417
H 4.390 -2.064 0.214 -0.3 0.2 -0.2 0.268
H 2.198 -2.565 -0.898 -0.4 1.6 0.6 0.280
H 4.680 0.582 1.006 -0.7 -1.2 -0.7 0.287
H -3.894 1.198 1.121 -0.1 -0.1 -0.2 0.235
H -4.099 -0.385 0.218 0.7 0.8 0.5 0.259
H -2.999 -0.249 1.649 -0.6 0.3 -0.5 0.248
H -2.939 2.360 -0.489 -2.4 1.9 0.4 0.393
H -1.391 2.267 -0.931 3.2 1.3 -1.7 0.397
H -1.434 -1.301 -0.012 0.1 2.7 -0.2 0.382
```
Forces are in eV/Å.

=====

# 6
Below is one molecule with the formula C4H5NS at a distorted geometry, with properties calculated with ωB97M-V with the def2-TZVPD basis set.

The molecular weight is 99.16 g mol⁻¹. Its SMILES is C1=NS[C@@H]2C[C@H]12. The HOMO energy is -8.412 eV. The calculation puts the strongest force on any atom at 0.0527 Eh/bohr. For the frontier orbital gap, the calculation gives 9.309 eV. The value obtained for the LUMO energy is 0.9 eV. As for the net charge: 0. The energy above the lowest of the compared OMol25 structures with the same formula, charge and spin is 1.5025 eV.

The geometry in XYZ format:
```
11
Properties=species:S:1:pos:R:3:forces:R:3:nbo_charge:R:1
C -0.504 1.342 -0.018 -2.2 -0.2 1.3 0.069
N -1.745 0.962 0.230 2.2 1.6 -0.2 -0.558
S -1.992 -0.684 0.014 0.7 0.4 -0.2 0.479
C -0.283 -0.918 -0.383 0.9 -1.9 -1.4 -0.407
C 0.796 -0.743 0.615 0.5 0.0 0.9 -0.407
C 0.547 0.356 -0.360 -1.4 1.2 -0.4 -0.310
H -0.279 2.395 0.134 -0.1 0.0 -0.2 0.199
H -0.092 -1.598 -1.206 0.0 -0.2 0.2 0.237
H 1.731 -1.268 0.373 -0.5 0.1 0.6 0.229
H 0.513 -0.557 1.670 0.4 -0.3 -0.7 0.231
H 1.307 0.712 -1.071 -0.4 -0.6 0.2 0.237
```
Forces are in eV/Å.